DFT (ωB97M-V/def2-TZVPD) results for 2 unconnected molecules or ions with the total composition C5H8Cl2N2O in a non-equilibrium geometry.

Properties
SMILES: C=N/C=C(\Cl)OC.C=NCl
Relative energy (zero: lowest compared OMol25 entry of this formula, charge and spin) in kcal per mole: 37.04

The geometry in ORCA input format:
```
! RIJCOSX wB97M-V def2-TZVPD def2/J DEFGRID3
* xyz 0 1
C 0.0370 -3.0823 -0.3125
N -0.0226 -1.8281 -0.4922
C 0.9951 -0.9509 -0.5640
C 0.7878 0.3197 -0.6750
Cl -0.7391 1.0389 -0.6376
O 1.8790 1.1977 -0.7034
C 1.8827 2.5161 -0.3675
H 0.9278 -3.6989 -0.4311
H -0.9054 -3.5928 -0.1328
H 2.0378 -1.1468 -0.4755
H 1.9906 2.7892 0.6848
H 0.9169 2.9649 -0.5688
H 2.6795 3.0153 -1.0221
C -1.2646 -1.2882 1.9161
N -2.3721 -0.6705 1.9110
Cl -3.7521 -1.5278 1.1821
H -0.3861 -0.8102 2.2647
H -1.2165 -2.2742 1.4456
*
```

Results of the Mulliken charge analysis, in e, for atoms 1 through 8: number 1, C, carries -0.397; number 2, N, carries -0.369; number 3, C, carries -0.260; number 4, C, carries 0.347; number 5, Cl, carries -0.145; number 6, O, carries -0.317; number 7, C, carries -0.691; number 8, H, carries 0.273



DFT (ωB97M-V/def2-TZVPD) results for C3H6F2S in the gas phase in a non-equilibrium geometry.

Properties
SMILES: C[C@](F)(S)CF
Relative energy (zero: lowest compared OMol25 entry of this formula, charge and spin) in kcal per mole: 18.55

The geometry in ORCA input format:
```
! RIJCOSX wB97M-V def2-TZVPD def2/J DEFGRID3
* xyz 0 1
C 0.4725 -1.1706 0.0977
C -0.3763 0.0520 -0.3632
F -1.6071 -0.4097 -0.6976
S 0.4124 1.0072 -1.8222
C -0.4478 0.9701 0.8351
F -1.1033 2.0906 0.4989
H 0.4651 -1.9123 -0.7973
H 1.4927 -0.7158 0.2127
H -0.0789 -1.5183 0.9720
H 1.3085 -0.0102 -1.9160
H 0.4726 1.1900 1.2621
H -1.0103 0.4271 1.7177
*
```

Results of the Mulliken charge analysis, in e, for atoms 1 through 8: number 1, C, carries -1.358; number 2, C, carries 0.710; number 3, F, carries -0.316; number 4, S, carries -0.185; number 5, C, carries -0.468; number 6, F, carries -0.263; number 7, H, carries 0.289; number 8, H, carries 0.410



| no. | orbital gap (eV) | LUMO (eV) |
| --- | --- | --- |
| 1 | 9.13 | 0.305 |
| 2 | 10.44 | 0.722 |